Density functional theory data (ωB97M-V with the def2-TZVPD basis set) for a cluster of 2 separate species, CH5N3O in total at a distorted geometry.

The geometry in XYZ format:
```
10
Properties=species:S:1:pos:R:3:forces:R:3:mulliken_charge:R:1
C -0.844 1.182 0.033 0.5093 0.4655 4.8150 -0.5277
N 1.387 0.496 -0.027 -2.1595 -0.6740 0.3394 0.7803
N 1.061 -1.634 0.125 -4.3176 2.8592 3.5811 -0.4825
N 0.568 1.428 0.006 0.4680 -0.9606 0.0417 -0.5794
O 2.541 0.616 -0.143 2.9091 -0.5114 -0.2279 -0.4933
H -1.135 1.227 -0.946 -1.5808 0.0176 -2.2460 0.2565
H -1.025 0.232 0.585 -0.2436 0.3111 -0.8528 0.2875
H -1.264 2.019 0.732 0.4043 -1.3891 -1.7138 0.2318
H 1.317 -1.660 1.151 -0.0537 0.1181 -1.4852 0.2647
H 1.842 -1.711 -0.386 4.0643 -0.2363 -2.2516 0.2621
```
Positions in Å, forces in eV/Å.

The calculation puts the gap between HOMO and LUMO (alpha / beta) at 0.305 / 0.305 Eh. For the HOMO energy (alpha / beta), the calculation gives -9.54 / -9.54 eV.

Density functional theory data (ωB97M-V with the def2-TZVPD basis set) for a structure of composition CHNO2PS at a distorted geometry.

The geometry in XYZ format:
```
7
Properties=species:S:1:pos:R:3:forces:R:3:mulliken_charge:R:1
C -0.599 -1.573 0.420 0.5242 3.1795 -0.8580 -0.0582
N -0.535 -2.678 0.723 -0.0578 -1.1610 0.3271 -0.4806
O -1.161 0.805 -1.455 1.2104 -0.3378 1.1806 -0.5990
O 1.240 0.504 -0.693 1.8518 0.0058 1.3245 -0.5167
P -0.321 0.698 -0.226 -0.7327 -1.2241 -0.2952 0.7665
S -0.750 1.776 1.363 0.7566 -0.6554 -0.5798 -0.4554
H 2.125 0.467 -0.133 -3.5524 0.1929 -1.0992 0.3433
```
Positions in Å, forces in eV/Å.

Its charge is -1. The calculation puts the gap between HOMO and LUMO at 0.316 Eh. For the HOMO energy, the calculation gives -5.24 eV.

Energy relative to the best compared isomer or geometry (same formula, charge and spin) for the records above, in order: 550.99, 107.36 kJ/mol